No. 1
Here is a molecular structure, C23H43AgFIO13S5 from the Open Molecules 2025 dataset. Energies are from ωB97M-V with the def2-TZVPD basis set.

```
87
Properties=species:S:1:pos:R:3:mulliken_charge:R:1
Ag -0.43 -0.38 -0.03 0.915
I 2.78 -1.37 -0.44 -0.743
C -3.81 2.56 2.87 -0.316
C -4.95 2.78 1.92 -0.633
C -4.21 2.46 0.64 -0.837
S -3.51 0.88 0.81 0.848
O -2.14 1.00 0.25 -0.839
O -4.35 -0.23 0.40 -0.665
C -3.37 1.08 2.68 -0.095
H -4.27 2.67 3.86 0.370
H -2.99 3.27 2.79 -0.031
H -5.28 3.82 1.99 0.348
H -5.81 2.11 2.02 0.334
H -3.41 3.18 0.44 0.366
H -4.88 2.41 -0.22 0.443
H -2.35 0.73 2.85 -0.147
H -4.14 0.44 3.11 0.364
C 2.43 3.50 4.04 -0.550
C 1.08 3.97 4.37 -0.567
C 0.24 3.84 3.01 -0.706
S 0.94 2.36 1.98 1.102
O 1.17 2.89 0.67 -0.749
O 0.17 1.12 2.22 -0.361
C 2.37 2.30 3.06 -0.501
H 2.95 3.09 4.90 0.343
H 3.05 4.29 3.64 0.269
H 0.95 5.02 4.64 0.382
H 0.64 3.50 5.25 0.291
H 0.52 4.65 2.34 0.452
H -0.84 3.97 3.15 0.175
H 3.21 2.25 2.36 0.239
H 2.37 1.37 3.62 0.267
C 0.73 0.22 -6.22 -0.628
C 0.77 0.52 -4.71 -0.504
C 2.15 1.03 -4.34 -0.253
S 3.27 -0.23 -5.21 1.019
O 3.65 -1.28 -4.30 -0.569
O 4.32 0.64 -5.77 -0.651
C 1.88 -0.82 -6.30 -0.791
H 0.84 1.11 -6.84 0.339
H -0.18 -0.32 -6.50 0.343
H 0.67 -0.35 -4.06 0.239
H -0.03 1.25 -4.56 0.307
H 2.48 1.10 -3.30 -0.034
H 2.36 1.95 -4.89 0.363
H 1.58 -1.75 -5.83 0.350
H 2.14 -1.07 -7.33 0.465
C -3.26 -4.74 -1.17 -0.331
C -4.49 -4.28 -2.02 -0.658
C -4.13 -2.79 -2.31 -0.643
S -2.32 -2.63 -2.45 0.998
O -1.64 -1.73 -1.49 -0.179
O -2.11 -2.49 -3.85 -0.708
C -1.94 -4.34 -1.85 -0.725
H -3.28 -5.77 -0.80 0.414
H -3.20 -4.22 -0.22 0.050
H -5.46 -4.55 -1.59 0.414
H -4.40 -4.74 -3.00 0.278
H -4.52 -2.14 -1.53 0.136
H -4.49 -2.17 -3.13 0.507
H -1.15 -4.02 -1.17 0.316
H -1.62 -4.96 -2.69 0.357
C 1.39 -3.10 3.68 -0.602
C 0.78 -4.07 2.73 -0.499
C -0.71 -4.14 2.94 -0.685
S -1.29 -2.47 3.31 1.014
O -2.46 -2.45 4.15 -0.748
O -1.24 -1.79 2.05 -0.345
C 0.37 -2.08 4.20 -0.340
H 2.34 -2.63 3.41 0.374
H 1.82 -3.63 4.53 0.296
H 1.21 -5.06 2.93 0.438
H 1.17 -3.89 1.73 0.202
H -1.01 -4.82 3.74 0.376
H -1.26 -4.49 2.06 0.213
H 0.26 -2.17 5.28 0.447
H 0.46 -1.01 4.03 -0.093
C 5.98 1.73 -1.89 -0.301
C 4.86 2.24 -1.05 0.666
O 4.71 3.63 -1.50 -0.351
C 5.75 4.06 -2.16 0.666
O 6.03 5.17 -2.64 -0.589
O 6.48 2.89 -2.50 -0.355
F 5.23 2.13 0.18 -0.292
H 5.79 0.82 -2.47 0.290
H 6.76 1.34 -1.24 0.225
H 3.86 1.85 -1.26 0.002
```

Properties
lowest unoccupied orbital energy = 0.0 eV
Kohn-Sham gap = 7.05 eV
energy = -4415.60206 Eh
2S+1 = 1
E_HOMO = -7.05 eV



No. 2
Here is a molecular structure, C23H43As3BO2S3V from the Open Molecules 2025 dataset. Energies are from ωB97M-V with the def2-TZVPD basis set.

```
76
Properties=species:S:1:pos:R:3:lowdin_spin:R:1
V -0.74 0.63 -1.12 2.761
C 2.51 1.56 -2.71 0.005
As 1.77 0.53 -1.24 0.029
C 2.78 -1.10 -1.41 0.003
C 2.60 1.53 0.21 0.008
C 2.45 1.08 1.68 0.000
C 3.33 2.05 2.48 0.001
C 1.02 1.24 2.21 0.006
As -0.55 0.41 1.39 0.046
C -1.85 1.15 2.62 0.007
C -0.56 -1.41 2.02 0.010
C 2.96 -0.37 1.84 0.000
As 3.71 -0.95 3.58 0.000
C 2.13 -1.73 4.43 0.000
C 4.41 -2.63 2.87 0.000
H 2.16 2.59 -2.63 0.000
H 2.19 1.14 -3.66 0.000
H 3.60 1.54 -2.65 0.000
H 3.83 -0.88 -1.24 0.000
H 2.63 -1.47 -2.42 0.000
H 2.43 -1.85 -0.71 0.000
H 2.20 2.55 0.10 0.001
H 3.67 1.60 -0.03 0.000
H 3.07 3.08 2.24 0.000
H 4.39 1.91 2.25 0.000
H 3.22 1.92 3.56 0.000
H 0.77 2.31 2.21 0.000
H 0.99 0.93 3.26 0.000
H -1.61 0.79 3.62 0.000
H -2.86 0.84 2.35 0.000
H -1.80 2.24 2.62 0.000
H -0.33 -1.41 3.08 0.001
H 0.16 -2.02 1.48 0.000
H -1.55 -1.82 1.83 0.000
H 3.82 -0.51 1.18 0.000
H 2.22 -1.11 1.52 0.000
H 1.43 -0.95 4.74 0.000
H 2.47 -2.24 5.33 0.000
H 1.63 -2.45 3.78 0.000
H 5.30 -2.43 2.27 0.000
H 3.66 -3.14 2.26 0.000
H 4.69 -3.27 3.70 0.000
C -4.99 2.81 -1.50 0.001
C -4.64 1.35 -1.23 0.008
S -3.10 0.66 -1.92 0.022
C -2.64 1.73 -3.30 0.007
C -2.09 3.13 -2.99 0.006
S -0.81 3.16 -1.69 0.023
C -1.59 4.11 -0.37 0.012
C -2.84 3.55 0.29 0.006
S -4.43 4.09 -0.36 0.001
H -6.08 2.88 -1.42 0.000
H -4.77 3.06 -2.54 0.000
H -5.42 0.73 -1.67 0.000
H -4.63 1.14 -0.16 0.000
H -3.47 1.80 -4.01 0.000
H -1.89 1.14 -3.84 0.000
H -2.87 3.81 -2.68 0.000
H -1.64 3.54 -3.90 0.000
H -1.77 5.11 -0.77 0.001
H -0.78 4.22 0.36 0.000
H -2.85 3.88 1.33 0.000
H -2.80 2.46 0.33 0.006
O -0.08 -2.24 -2.46 0.002
B -0.82 -1.53 -1.45 0.017
O -1.64 -2.51 -0.81 0.007
C -1.38 -3.72 -1.39 -0.001
C -1.93 -4.95 -1.10 0.001
C -1.48 -6.03 -1.86 0.001
C -0.53 -5.86 -2.87 0.001
C 0.01 -4.60 -3.15 0.001
C -0.44 -3.56 -2.39 -0.002
H -2.67 -5.07 -0.32 0.000
H -1.87 -7.01 -1.67 0.000
H -0.20 -6.72 -3.44 0.000
H 0.75 -4.46 -3.93 0.000
```

Properties
lowest unoccupied orbital energy (spin up / spin down) = -2.8 / -2.5 eV
Kohn-Sham gap (spin up / spin down) = 7.53 / 7.94 eV
energy = -9923.22577 Eh
2S+1 = 4
net charge = +1
E_HOMO (spin up / spin down) = -10.32 / -10.43 eV



No. 3
Here is a molecular structure, C23H43AuCl2N2PS from the Open Molecules 2025 dataset. Energies are from ωB97M-V with the def2-TZVPD basis set.

```
73
Properties=species:S:1:pos:R:3:lowdin_spin:R:1
Au -0.85 -0.09 -0.45 0.338
Cl 0.50 -0.71 2.14 0.049
C 2.16 -0.65 1.50 0.004
Cl 2.11 -0.31 -0.26 0.062
H 2.63 -1.62 1.64 0.001
H 2.69 0.15 1.99 0.000
S -0.49 -2.58 -0.75 0.811
C -1.85 -3.54 -1.43 0.070
N -1.61 -4.21 -2.53 0.020
C -2.61 -5.16 -3.09 0.004
C -3.48 -5.68 -1.96 0.002
C -4.07 -4.52 -1.19 0.006
N -2.98 -3.59 -0.78 0.037
H -0.69 -4.18 -2.94 0.004
H -2.04 -5.95 -3.57 0.001
H -3.19 -4.64 -3.86 0.001
H -2.88 -6.31 -1.30 0.000
H -4.28 -6.29 -2.37 0.000
H -4.58 -4.84 -0.28 0.000
H -4.78 -3.95 -1.79 0.003
H -3.09 -3.07 0.08 0.003
C -5.07 3.41 -2.11 0.002
C -4.97 2.79 -0.72 0.000
C -3.52 2.83 -0.19 0.004
C -2.50 2.75 -1.36 0.056
C -3.08 1.86 -2.48 0.016
C -4.26 2.60 -3.13 0.002
P -0.86 2.27 -0.80 0.267
C -0.32 3.01 0.76 0.047
C -1.10 2.64 2.03 0.007
C -0.24 3.03 3.24 0.000
C 0.46 4.38 3.02 0.001
C -0.27 5.22 1.99 0.012
C -0.27 4.56 0.60 0.028
C 0.44 2.47 -2.07 0.047
C 0.56 1.34 -3.11 0.015
C 1.46 1.81 -4.25 0.001
C 0.77 2.93 -5.04 0.000
C -0.19 3.75 -4.18 0.004
C 0.31 3.88 -2.75 0.026
H -4.72 4.44 -2.07 0.000
H -6.11 3.45 -2.42 0.001
H -5.33 1.76 -0.74 0.000
H -5.60 3.32 -0.01 0.000
H -3.36 2.00 0.50 0.004
H -3.35 3.75 0.37 0.000
H -2.32 3.75 -1.77 0.011
H -3.41 0.92 -2.02 0.008
H -2.34 1.61 -3.23 0.001
H -4.89 1.87 -3.64 0.000
H -3.87 3.27 -3.90 0.001
H 0.70 2.62 0.87 0.000
H -1.35 1.57 2.07 0.004
H -2.05 3.18 2.05 0.000
H 0.50 2.25 3.43 0.000
H -0.88 3.07 4.12 0.000
H 1.50 4.24 2.71 0.000
H 0.51 4.92 3.97 0.000
H 0.20 6.20 1.89 0.004
H -1.30 5.41 2.31 0.000
H 0.64 4.82 0.06 0.001
H -1.11 4.93 0.02 0.000
H 1.36 2.45 -1.47 0.000
H -0.42 1.06 -3.51 0.002
H 0.97 0.44 -2.63 0.004
H 1.69 0.97 -4.91 0.000
H 2.41 2.14 -3.83 0.000
H 0.23 2.51 -5.89 0.000
H 1.54 3.59 -5.46 0.000
H -1.19 3.31 -4.19 0.000
H -0.31 4.75 -4.60 0.001
H -0.32 4.56 -2.18 0.001
H 1.31 4.32 -2.74 0.006
```

Properties
lowest unoccupied orbital energy (spin up / spin down) = -9.0 / -13.4 eV
Kohn-Sham gap (spin up / spin down) = 9.08 / 4.67 eV
energy = -2806.29466 Eh
2S+1 = 3
net charge = +3
E_HOMO (spin up / spin down) = -18.11 / -18.07 eV



Please write out number 2 again, unchanged.
Here is a molecular structure, C23H43As3BO2S3V from the Open Molecules 2025 dataset. Energies are from ωB97M-V with the def2-TZVPD basis set.

```
76
Properties=species:S:1:pos:R:3:lowdin_spin:R:1
V -0.74 0.63 -1.12 2.761
C 2.51 1.56 -2.71 0.005
As 1.77 0.53 -1.24 0.029
C 2.78 -1.10 -1.41 0.003
C 2.60 1.53 0.21 0.008
C 2.45 1.08 1.68 0.000
C 3.33 2.05 2.48 0.001
C 1.02 1.24 2.21 0.006
As -0.55 0.41 1.39 0.046
C -1.85 1.15 2.62 0.007
C -0.56 -1.41 2.02 0.010
C 2.96 -0.37 1.84 0.000
As 3.71 -0.95 3.58 0.000
C 2.13 -1.73 4.43 0.000
C 4.41 -2.63 2.87 0.000
H 2.16 2.59 -2.63 0.000
H 2.19 1.14 -3.66 0.000
H 3.60 1.54 -2.65 0.000
H 3.83 -0.88 -1.24 0.000
H 2.63 -1.47 -2.42 0.000
H 2.43 -1.85 -0.71 0.000
H 2.20 2.55 0.10 0.001
H 3.67 1.60 -0.03 0.000
H 3.07 3.08 2.24 0.000
H 4.39 1.91 2.25 0.000
H 3.22 1.92 3.56 0.000
H 0.77 2.31 2.21 0.000
H 0.99 0.93 3.26 0.000
H -1.61 0.79 3.62 0.000
H -2.86 0.84 2.35 0.000
H -1.80 2.24 2.62 0.000
H -0.33 -1.41 3.08 0.001
H 0.16 -2.02 1.48 0.000
H -1.55 -1.82 1.83 0.000
H 3.82 -0.51 1.18 0.000
H 2.22 -1.11 1.52 0.000
H 1.43 -0.95 4.74 0.000
H 2.47 -2.24 5.33 0.000
H 1.63 -2.45 3.78 0.000
H 5.30 -2.43 2.27 0.000
H 3.66 -3.14 2.26 0.000
H 4.69 -3.27 3.70 0.000
C -4.99 2.81 -1.50 0.001
C -4.64 1.35 -1.23 0.008
S -3.10 0.66 -1.92 0.022
C -2.64 1.73 -3.30 0.007
C -2.09 3.13 -2.99 0.006
S -0.81 3.16 -1.69 0.023
C -1.59 4.11 -0.37 0.012
C -2.84 3.55 0.29 0.006
S -4.43 4.09 -0.36 0.001
H -6.08 2.88 -1.42 0.000
H -4.77 3.06 -2.54 0.000
H -5.42 0.73 -1.67 0.000
H -4.63 1.14 -0.16 0.000
H -3.47 1.80 -4.01 0.000
H -1.89 1.14 -3.84 0.000
H -2.87 3.81 -2.68 0.000
H -1.64 3.54 -3.90 0.000
H -1.77 5.11 -0.77 0.001
H -0.78 4.22 0.36 0.000
H -2.85 3.88 1.33 0.000
H -2.80 2.46 0.33 0.006
O -0.08 -2.24 -2.46 0.002
B -0.82 -1.53 -1.45 0.017
O -1.64 -2.51 -0.81 0.007
C -1.38 -3.72 -1.39 -0.001
C -1.93 -4.95 -1.10 0.001
C -1.48 -6.03 -1.86 0.001
C -0.53 -5.86 -2.87 0.001
C 0.01 -4.60 -3.15 0.001
C -0.44 -3.56 -2.39 -0.002
H -2.67 -5.07 -0.32 0.000
H -1.87 -7.01 -1.67 0.000
H -0.20 -6.72 -3.44 0.000
H 0.75 -4.46 -3.93 0.000
```

Properties
lowest unoccupied orbital energy (spin up / spin down) = -2.8 / -2.5 eV
Kohn-Sham gap (spin up / spin down) = 7.53 / 7.94 eV
energy = -9923.22577 Eh
2S+1 = 4
net charge = +1
E_HOMO (spin up / spin down) = -10.32 / -10.43 eV